Record 1
A 2-piece molecular cluster, C29H29N3O9 overall in a non-equilibrium geometry, computed with ωB97M-V/def2-TZVPD.

CARTESIAN COORDINATES (ANGSTROEM)
O1 2.003 -3.267 2.271
C1 2.445 -3.144 1.127
C2 3.144 -1.937 0.707
C3 3.299 -0.830 1.546
O2 2.847 -0.860 2.829
C4 3.905 0.324 1.071
C5 4.352 0.393 -0.239
O3 4.913 1.547 -0.695
C6 4.223 -0.714 -1.073
C7 3.639 -1.892 -0.606
O4 3.560 -2.963 -1.466
C8 3.370 -4.257 -0.856
C9 3.267 -5.327 -1.935
C10 2.032 -5.748 -2.465
C11 1.972 -6.780 -3.407
C12 3.142 -7.392 -3.844
O5 3.106 -8.409 -4.752
C13 4.383 -6.971 -3.355
O6 5.528 -7.576 -3.813
C14 4.441 -5.945 -2.404
C15 2.161 -4.231 0.094
O7 1.923 -5.515 0.714
H1 2.421 -1.740 2.958
H2 4.015 1.179 1.727
H3 5.122 1.458 -1.638
H4 4.580 -0.685 -2.096
H5 4.254 -4.487 -0.250
H6 1.100 -5.299 -2.141
H7 1.020 -7.118 -3.802
H8 4.031 -8.683 -4.891
H9 6.311 -7.160 -3.414
H10 5.401 -5.626 -2.012
H11 1.266 -3.925 -0.455
H12 1.455 -5.384 1.563
C16 -5.820 3.142 0.653
N1 -5.004 2.438 1.640
C17 -3.968 2.817 2.403
O8 -3.497 1.955 3.129
C18 -3.317 4.224 2.429
C19 -3.052 4.954 1.102
C20 -2.622 4.069 -0.030
C21 -3.293 3.902 -1.191
N2 -2.642 2.976 -1.980
C22 -1.485 2.526 -1.384
C23 -0.496 1.619 -1.790
C24 0.607 1.393 -0.950
C25 0.703 2.076 0.276
C26 -0.304 2.975 0.679
C27 -1.428 3.225 -0.139
N3 -3.720 5.139 3.515
C28 -4.899 5.655 3.860
C29 -6.158 5.352 3.082
O9 -4.968 6.401 4.823
H13 -5.692 2.669 -0.322
H14 -5.551 4.188 0.572
H15 -6.872 3.074 0.936
H16 -5.236 1.467 1.786
H17 -2.306 3.945 2.724
H18 -3.935 5.519 0.807
H19 -2.261 5.686 1.269
H20 -4.215 4.408 -1.451
H21 -2.965 2.693 -2.893
H22 -0.577 1.108 -2.737
H23 1.384 0.700 -1.243
H24 1.552 1.900 0.921
H25 -0.217 3.480 1.629
H26 -2.983 5.415 4.145
H27 -6.983 5.904 3.530
H28 -6.373 4.289 3.145
H29 -6.033 5.680 2.055

## Properties
SMILES string ... O=C1c2c(O)cc(O)cc2O[C@H](c2ccc(O)c(O)c2)[C@H]1O.CNC(=O)[C@@H](Cc1c[nH]c2ccccc12)NC(C)=O
Total charge ... 0
Calculated total energy ... -53442.0901 eV
E_HOMO ... -8.15 eV

***

Record 2
C21H15ClN4O4PRhS2 as an isolated structure in a non-equilibrium geometry, computed with ωB97M-V/def2-TZVPD.

CARTESIAN COORDINATES (ANGSTROEM)
Rh1 0.085 -0.078 0.061
S1 2.196 -0.086 0.831
C1 1.923 -1.651 1.536
S2 0.215 -1.854 1.351
C2 2.831 -2.544 2.026
C3 2.392 -3.823 2.463
N1 2.006 -4.846 2.822
C4 4.220 -2.253 1.991
N2 5.347 -2.027 1.959
O1 -2.814 2.329 1.067
Cl1 -2.104 1.196 1.669
O2 -0.616 1.442 1.572
O3 -1.548 2.439 -1.483
O4 -2.269 0.002 0.784
N3 -0.352 -1.739 -2.553
P1 0.939 -1.180 -1.604
C5 1.894 -0.104 -2.700
C6 2.382 -0.630 -3.894
C7 3.088 0.174 -4.772
C8 3.306 1.510 -4.463
C9 2.812 2.041 -3.281
C10 2.103 1.237 -2.403
C11 1.923 -2.671 -1.371
C12 1.312 -3.891 -1.077
C13 2.082 -5.003 -0.786
C14 3.467 -4.903 -0.775
C15 4.082 -3.696 -1.068
C16 3.314 -2.582 -1.369
C17 -1.400 -0.837 -2.666
C18 -2.598 -1.056 -3.322
C19 -3.527 -0.021 -3.282
C20 -3.250 1.184 -2.660
C21 -2.003 1.319 -2.055
N4 -1.129 0.320 -2.049
H1 -0.480 -2.713 -2.775
H2 2.216 -1.672 -4.139
H3 3.468 -0.240 -5.695
H4 3.859 2.139 -5.147
H5 2.972 3.084 -3.042
H6 1.705 1.673 -1.490
H7 0.233 -3.966 -1.020
H8 1.603 -5.937 -0.527
H9 4.065 -5.766 -0.518
H10 5.158 -3.608 -1.035
H11 3.801 -1.638 -1.569
H12 -2.806 -1.986 -3.828
H13 -4.484 -0.157 -3.768
H14 -3.955 1.999 -2.649
H15 -2.127 2.722 -0.734

## Properties
Total charge ... 0
Calculated total energy ... -82656.3347 eV
E_HOMO ... -8.40 eV